Run P
{"formula": "BrCuMg", "method": "ωB97M-V/def2-TZVPD", "elements": ["Cu", "Mg", "Br"], "positions_angstrom": [[-4.03, -3.18, -21.41], [-1.36, -3.29, -24.02], [-2.35, -3.80, -22.58]], "multiplicity": 1, "lumo_energy_ev": -11.594, "homo_ev": -20.7, "charge": 2}

---

Run Q
{"formula": "BrCuMg", "method": "ωB97M-V/def2-TZVPD", "elements": ["Cu", "Mg", "Br"], "positions_angstrom": [[14.74, 18.22, -8.29], [18.64, 21.75, -8.65], [16.89, 20.21, -8.41]], "multiplicity": 1, "lumo_energy_ev": -11.549, "homo_ev": -19.4, "charge": 2}

---

Result of the stability comparison: run Q is the most stable of them.

---

Run P
{"formula": "C6H14NOP", "method": "ωB97M-V/def2-TZVPD", "elements": ["C", "C", "C", "C", "C", "C", "N", "O", "P", "H", "H", "H", "H", "H", "H", "H", "H", "H", "H", "H", "H", "H", "H"], "positions_angstrom": [[-3.25, 0.47, -0.68], [-3.04, 1.06, 0.73], [3.57, -0.19, 0.71], [2.21, -0.19, -0.12], [0.92, -0.69, 0.49], [-0.21, -0.67, -0.57], [-2.96, -0.95, -0.69], [-2.01, 0.26, 1.31], [-1.68, -1.13, 0.45], [-4.14, 0.74, -1.14], [-2.59, 1.02, -1.39], [-2.57, 2.12, 0.87], [-3.75, 0.89, 1.50], [3.54, 0.68, 1.22], [3.56, -0.98, 1.29], [4.27, -0.13, -0.08], [2.53, -0.91, -1.03], [1.88, 0.84, -0.59], [1.12, -1.65, 0.82], [0.71, 0.01, 1.28], [-0.35, 0.37, -0.95], [-0.12, -1.52, -1.22], [-3.77, -1.48, -0.46]], "multiplicity": 1, "lumo_energy_ev": 1.024, "smiles": "CCCCP1NCCO1", "homo_ev": -8.4}

---

Run Q
{"formula": "C6H14NOP", "method": "ωB97M-V/def2-TZVPD", "elements": ["C", "C", "C", "C", "C", "C", "N", "O", "P", "H", "H", "H", "H", "H", "H", "H", "H", "H", "H", "H", "H", "H", "H"], "positions_angstrom": [[-1.87, -0.75, -0.67], [-2.39, 0.40, 0.24], [-0.88, -1.58, 0.23], [2.62, -0.18, -0.20], [1.10, 1.83, -0.29], [1.14, 0.31, -0.27], [-1.24, 0.81, 1.09], [2.75, -1.55, -0.17], [0.10, -0.34, 1.09], [-2.90, -1.38, -0.97], [-1.45, -0.37, -1.54], [-2.99, 1.21, -0.34], [-3.21, -0.13, 0.87], [-1.59, -1.95, 1.13], [-0.34, -2.37, -0.22], [3.17, 0.19, 0.75], [2.11, -1.72, 0.50], [3.20, 0.16, -1.13], [0.15, 2.26, -0.19], [1.60, 2.26, -1.28], [1.68, 2.20, 0.51], [0.77, -0.07, -1.19], [-1.54, 0.76, 2.05]], "multiplicity": 1, "lumo_energy_ev": 0.891, "smiles": "C[C@@H](CO)P1CCCN1", "homo_ev": -8.9}

---

Result of the stability comparison: run P is the most stable of them.

---

Run P
{"formula": "C21H30N4O3", "method": "ωB97M-V/def2-TZVPD", "elements": ["C", "C", "C", "C", "C", "C", "C", "H", "H", "C", "N", "N", "C", "O", "C", "C", "H", "H", "H", "H", "C", "H", "C", "C", "O", "N", "H", "C", "C", "C", "N", "C", "C", "H", "O", "C", "C", "H", "H", "H", "H", "H", "H", "H", "H", "H", "H", "H", "H", "H", "H", "H", "H", "H", "H", "H", "H", "H"], "positions_angstrom": [[1.47, -5.20, 1.72], [1.50, -3.87, 1.32], [1.37, -2.93, 2.28], [1.32, -1.47, 1.92], [1.49, -1.05, 0.47], [1.78, -1.89, -0.33], [1.70, -3.15, 0.08], [2.03, -4.09, -0.91], [2.12, -1.65, -1.46], [1.71, 0.38, 0.28], [1.75, 0.77, -0.90], [1.80, 2.09, -1.43], [2.24, 2.95, -0.77], [2.63, 4.08, -1.01], [3.05, 2.44, 0.51], [2.14, 1.54, 1.41], [2.54, 0.97, 2.18], [1.22, 1.98, 1.78], [3.35, 3.18, 1.27], [4.05, 2.08, 0.46], [1.18, 2.35, -2.75], [2.10, 2.83, -3.15], [0.18, 3.42, -2.58], [-1.11, 3.10, -1.71], [-1.99, 2.48, -2.59], [-1.02, 3.02, -0.50], [-0.33, 3.45, -0.17], [-1.93, 2.68, 0.41], [-1.98, 1.46, 1.05], [-2.10, 0.28, -0.05], [-2.03, -1.11, 0.40], [-3.48, -1.38, 0.79], [-3.44, -2.79, 1.59], [-4.58, -3.00, 1.85], [-3.14, -3.70, 0.61], [-1.62, -3.51, 0.19], [-1.76, -2.16, -0.70], [-0.76, -1.78, -0.65], [-2.41, -2.05, -1.40], [-1.43, -4.11, -0.54], [-1.17, -3.47, 1.09], [-2.69, -2.57, 2.60], [-3.78, -0.53, 1.67], [-4.35, -1.26, 0.10], [-2.81, 0.57, -0.87], [-1.24, 0.19, -0.70], [-1.13, 1.18, 1.55], [-2.93, 1.13, 1.76], [-2.92, 2.75, -0.24], [-2.00, 3.62, 1.22], [0.53, 4.29, -2.27], [-0.19, 3.53, -3.71], [0.80, 1.18, -3.06], [1.06, -0.70, 2.80], [0.99, -3.11, 3.39], [2.28, -5.73, 1.26], [1.63, -5.34, 2.60], [0.52, -5.49, 1.42]], "multiplicity": 1, "lumo_energy_ev": 0.079, "homo_ev": -8.7}

---

Run Q
{"formula": "C21H30N4O3", "method": "ωB97M-V/def2-TZVPD", "elements": ["C", "C", "C", "H", "C", "N", "C", "H", "H", "C", "N", "C", "O", "C", "N", "C", "O", "C", "N", "C", "C", "C", "C", "C", "C", "C", "C", "C", "O", "H", "H", "H", "H", "H", "H", "H", "H", "H", "H", "H", "H", "H", "H", "C", "C", "H", "H", "H", "H", "H", "H", "H", "H", "H", "H", "H", "H", "H"], "positions_angstrom": [[2.36, 0.67, 3.84], [3.42, 0.98, 2.78], [2.98, 2.06, 1.79], [3.86, 2.36, 1.21], [1.88, 1.57, 0.84], [1.34, 2.54, -0.09], [0.58, 3.61, 0.53], [1.19, 4.45, 0.87], [0.07, 3.19, 1.40], [-0.51, 4.14, -0.43], [-1.31, 3.05, -0.94], [-2.35, 2.55, -0.25], [-2.87, 3.09, 0.70], [-2.84, 1.21, -0.83], [-1.85, 0.17, -0.61], [-0.81, -0.02, -1.43], [-0.58, 0.65, -2.42], [0.08, -1.20, -1.02], [-0.62, -2.47, -1.13], [-0.51, -3.20, -2.28], [-1.11, -4.40, -2.43], [-1.88, -4.94, -1.37], [-2.52, -6.19, -1.44], [-3.25, -6.66, -0.38], [-3.38, -5.91, 0.79], [-2.77, -4.69, 0.88], [-2.01, -4.19, -0.18], [-1.39, -2.88, -0.06], [-1.51, -2.15, 0.92], [-2.85, -4.08, 1.78], [-3.96, -6.30, 1.61], [-3.74, -7.63, -0.45], [-2.42, -6.77, -2.35], [-1.01, -4.94, -3.35], [0.09, -2.75, -3.06], [0.96, -1.21, -1.66], [0.37, -1.07, 0.03], [-1.92, -0.40, 0.23], [-3.77, 0.93, -0.33], [-3.00, 1.32, -1.90], [-0.87, 2.46, -1.64], [-0.07, 4.67, -1.27], [-1.17, 4.81, 0.13], [2.17, 2.92, -1.22], [3.07, 4.15, -1.05], [2.48, 5.05, -0.95], [3.71, 4.06, -0.18], [3.70, 4.24, -1.93], [2.79, 2.05, -1.46], [1.51, 3.09, -2.08], [2.28, 0.74, 0.24], [1.04, 1.19, 1.42], [2.63, 2.93, 2.34], [4.33, 1.32, 3.29], [3.67, 0.07, 2.24], [2.08, 1.58, 4.37], [1.47, 0.24, 3.39], [2.75, -0.04, 4.56]], "multiplicity": 1, "lumo_energy_ev": 0.341, "smiles": "CCCCN(CC)CCNC(=O)CNC(=O)Cn1ccc2ccccc2c1=O", "homo_ev": -8.1}

---

Result of the stability comparison: run Q is the most stable of them.

---

Run P
{"formula": "C25H44MgN3Se2", "method": "ωB97M-V/def2-TZVPD", "elements": ["Mg", "C", "C", "C", "C", "C", "C", "C", "C", "C", "C", "C", "C", "C", "C", "C", "C", "C", "H", "H", "H", "H", "H", "H", "H", "H", "H", "H", "H", "H", "H", "H", "H", "H", "H", "H", "H", "H", "H", "H", "H", "H", "H", "H", "H", "H", "H", "C", "Se", "C", "C", "Se", "C", "H", "H", "H", "H", "H", "H", "H", "H", "H", "H", "N", "C", "C", "N", "C", "C", "N", "H", "H", "H", "H", "H"], "positions_angstrom": [[-0.19, 0.49, -0.16], [1.51, -0.53, -1.36], [1.60, -1.04, -0.03], [0.38, -1.77, 0.20], [-0.41, -1.65, -0.98], [0.30, -0.91, -1.96], [-0.08, -0.72, -3.41], [0.68, -1.75, -4.26], [-1.58, -0.94, -3.62], [0.31, 0.69, -3.88], [-0.06, -2.76, 1.30], [0.21, -2.30, 2.74], [-1.57, -3.04, 1.21], [0.64, -4.11, 1.05], [2.86, -0.80, 0.82], [3.92, -0.07, -0.02], [3.51, -2.10, 1.30], [2.56, 0.12, 2.01], [2.29, 0.03, -1.86], [-1.36, -2.13, -1.15], [1.76, -1.61, -4.15], [0.42, -1.65, -5.31], [0.44, -2.76, -3.94], [-1.86, -1.98, -3.42], [-1.87, -0.72, -4.65], [-2.18, -0.31, -2.95], [1.38, 0.85, -3.82], [-0.18, 1.45, -3.26], [0.01, 0.85, -4.92], [-0.30, -1.36, 2.96], [1.26, -2.19, 2.96], [-0.19, -3.05, 3.43], [-2.16, -2.13, 1.30], [-1.86, -3.71, 2.03], [-1.84, -3.54, 0.28], [1.72, -4.03, 1.10], [0.39, -4.48, 0.05], [0.32, -4.85, 1.78], [4.22, -0.66, -0.89], [4.81, 0.10, 0.60], [3.58, 0.90, -0.37], [3.68, -2.78, 0.46], [2.91, -2.63, 2.04], [4.47, -1.88, 1.76], [2.25, 1.10, 1.65], [3.46, 0.26, 2.62], [1.78, -0.27, 2.66], [-2.74, 2.56, -2.98], [-2.43, 2.05, -1.13], [-1.73, 3.76, -0.50], [-0.38, 4.11, -1.09], [1.09, 2.98, -0.48], [1.44, 3.97, 1.16], [-3.47, 3.36, -2.98], [-3.15, 1.69, -3.48], [-1.83, 2.86, -3.48], [-1.70, 3.68, 0.59], [-2.47, 4.51, -0.76], [-0.10, 5.13, -0.83], [-0.38, 4.05, -2.18], [1.85, 4.94, 0.89], [2.18, 3.42, 1.74], [0.53, 4.09, 1.74], [-4.37, 0.02, 3.28], [-3.12, 0.49, 3.10], [-2.48, 0.42, 1.84], [-1.26, 0.90, 1.67], [-0.65, 1.47, 2.72], [-1.29, 1.54, 3.94], [-2.51, 1.06, 4.14], [-4.82, -0.56, 2.59], [-4.73, 0.00, 4.22], [-2.97, -0.03, 0.99], [0.36, 1.84, 2.58], [-0.80, 2.00, 4.79]], "multiplicity": 1, "lumo_energy_ev": -3.009, "homo_ev": -10.5, "charge": 1}

---

Run Q
{"formula": "C25H44MgN3Se2", "method": "ωB97M-V/def2-TZVPD", "elements": ["Mg", "C", "C", "C", "C", "C", "C", "C", "C", "C", "C", "C", "C", "C", "C", "C", "C", "C", "H", "H", "H", "H", "H", "H", "H", "H", "H", "H", "H", "H", "H", "H", "H", "H", "H", "H", "H", "H", "H", "H", "H", "H", "H", "H", "H", "H", "H", "C", "Se", "C", "C", "Se", "C", "H", "H", "H", "H", "H", "H", "H", "H", "H", "H", "N", "C", "C", "N", "C", "C", "N", "H", "H", "H", "H", "H"], "positions_angstrom": [[0.07, 0.12, -0.53], [-0.67, 0.55, 1.64], [-0.22, -0.81, 1.64], [-1.07, -1.52, 0.71], [-2.00, -0.55, 0.19], [-1.76, 0.72, 0.78], [-2.66, 1.95, 0.74], [-3.68, 1.83, -0.39], [-1.83, 3.23, 0.56], [-3.39, 2.04, 2.08], [-1.30, -3.01, 0.45], [-1.67, -3.69, 1.78], [-2.50, -3.22, -0.48], [-0.12, -3.73, -0.21], [0.85, -1.22, 2.67], [0.14, -1.44, 4.01], [1.88, -0.09, 2.86], [1.68, -2.46, 2.33], [-0.28, 1.33, 2.28], [-2.80, -0.77, -0.50], [-3.19, 1.74, -1.36], [-4.31, 2.72, -0.42], [-4.34, 0.97, -0.25], [-1.29, 3.22, -0.39], [-1.11, 3.34, 1.37], [-2.48, 4.11, 0.57], [-3.97, 1.14, 2.27], [-4.08, 2.89, 2.08], [-2.69, 2.17, 2.90], [-2.49, -3.16, 2.27], [-0.85, -3.74, 2.48], [-2.00, -4.72, 1.59], [-3.43, -2.86, -0.03], [-2.62, -4.29, -0.67], [-2.37, -2.73, -1.44], [0.84, -3.46, 0.20], [-0.11, -3.54, -1.29], [-0.24, -4.81, -0.11], [-0.38, -0.53, 4.32], [0.86, -1.71, 4.78], [-0.60, -2.24, 3.94], [1.43, 0.83, 3.22], [2.43, 0.12, 1.94], [2.61, -0.40, 3.61], [1.09, -3.37, 2.26], [2.42, -2.61, 3.12], [2.23, -2.33, 1.39], [0.56, 3.27, -3.50], [-0.68, 1.94, -2.83], [-0.51, 0.75, -4.36], [0.63, -0.23, -4.26], [0.30, -1.47, -2.81], [2.00, -2.41, -2.90], [0.09, 3.78, -4.34], [1.49, 2.79, -3.80], [0.76, 3.98, -2.71], [-0.37, 1.41, -5.22], [-1.47, 0.24, -4.49], [1.59, 0.27, -4.08], [0.71, -0.82, -5.17], [2.81, -1.70, -3.02], [1.98, -3.10, -3.74], [2.12, -2.96, -1.97], [3.26, 4.32, 0.69], [3.20, 3.08, 0.16], [1.98, 2.37, 0.08], [1.94, 1.17, -0.45], [3.08, 0.62, -0.92], [4.26, 1.33, -0.83], [4.33, 2.55, -0.31], [2.47, 4.75, 1.13], [4.16, 4.76, 0.78], [1.05, 2.78, 0.46], [3.03, -0.37, -1.33], [5.19, 0.91, -1.19]], "multiplicity": 1, "lumo_energy_ev": -2.981, "homo_ev": -10.5, "charge": 1}

---

Result of the stability comparison: run P is the most stable of them.